1.
# C2H8NO

A cluster of 2 separate species, C2H8NO in total in a non-equilibrium geometry (ωB97M-V/def2-TZVPD, OMol25).

```
! RIJCOSX wB97M-V def2-TZVPD def2/J DEFGRID3
* xyz 1 1
O 1.0359 -0.2300 2.4627
H 0.4541 -0.5039 3.1831
H 1.8168 0.1736 2.8674
H -0.8708 0.8666 -2.3597
C -0.4999 -0.1085 -2.0483
C 0.0209 -0.1331 -0.6748
N -0.5060 0.4733 0.3150
H -1.2998 -0.8592 -2.0363
H 0.2322 -0.4894 -2.7563
H 0.8521 -0.7852 -0.4396
H -1.1397 1.2659 0.2246
H -0.0960 0.3299 1.2621
*
```

## Properties
**Gap between HOMO and LUMO**: 12.000 eV
**Molecular weight**: 62.09 Da
**Energy above the lowest of the compared OMol25 structures with the same formula, charge and spin**: 4.1 kcal/mol

2.
# C3H8NO

The ion C3H8NO with charge +1 in a non-equilibrium geometry (ωB97M-V/def2-TZVPD, OMol25).

```
! RIJCOSX wB97M-V def2-TZVPD def2/J DEFGRID3
* xyz 1 1
O -1.7890 -0.4385 -1.3023
C -1.0927 -1.0066 -0.5187
C 0.1741 -0.3372 0.1037
C 1.2070 0.1898 -0.8547
N -0.3875 0.6903 1.0934
H -1.3963 -1.9215 0.0096
H 0.5181 -1.1189 0.7836
H 2.2017 -0.1020 -0.5215
H 1.2127 1.2809 -0.8980
H 0.9985 -0.1203 -1.8684
H 0.1762 1.5198 1.3132
H -0.6041 0.2280 1.9756
H -1.2187 1.1363 0.6846
*
```

## Properties
**Gap between HOMO and LUMO**: 10.645 eV
**SMILES string**: C[C@@H]([NH3+])C=O
**Molecular weight**: 74.10 Da
**Energy above the lowest of the compared OMol25 structures with the same formula, charge and spin**: 15.9 kcal/mol

3.
# C2H2ClN2O2

A structure of composition C2H2ClN2O2 in a non-equilibrium geometry (ωB97M-V/def2-TZVPD, OMol25).

```
! RIJCOSX wB97M-V def2-TZVPD def2/J DEFGRID3
* xyz -1 1
C 0.7813 -0.9271 -1.0541
C 0.5971 0.3008 -0.0687
N -1.5012 0.2591 1.4583
N -1.1966 0.6794 0.3525
O 0.8158 -1.9207 -0.3681
O 0.8525 -0.6765 -2.2551
Cl 1.3116 1.8900 -0.4802
H 0.9253 0.1505 0.8717
H -2.5859 0.2445 1.5437
*
```

## Properties
**Gap between HOMO and LUMO**: 8.227 eV
**Molecular weight**: 121.50 Da
**Energy above the lowest of the compared OMol25 structures with the same formula, charge and spin**: 25.8 kcal/mol

4.
# C4H5Cl

A cluster of 2 separate species, C4H5Cl in total in a non-equilibrium geometry (ωB97M-V/def2-TZVPD, OMol25).

```
! RIJCOSX wB97M-V def2-TZVPD def2/J DEFGRID3
* xyz 0 1
C -0.3880 -1.0147 1.6682
C 0.1670 -0.7240 0.6685
C 0.6447 -0.1335 -1.5108
C 1.0606 -0.1641 -0.2139
Cl -1.1450 2.0333 0.5776
H -1.1974 -1.4837 2.2123
H 1.2280 0.5204 -2.1490
H -2.0607 1.3257 0.3978
H -0.3894 -0.3830 -1.6172
H 2.0802 0.0236 -0.0335
*
```

## Properties
**Gap between HOMO and LUMO**: 9.907 eV
**SMILES string**: C#CC=C.Cl
**Molecular weight**: 88.54 Da
**Energy above the lowest of the compared OMol25 structures with the same formula, charge and spin**: 53.6 kcal/mol

5.
# C5H7NO

The molecule C5H7NO in a non-equilibrium geometry (ωB97M-V/def2-TZVPD, OMol25).

```
! RIJCOSX wB97M-V def2-TZVPD def2/J DEFGRID3
* xyz 0 1
C 1.5820 0.2733 1.0255
N 0.4009 0.2442 0.1957
C 0.0165 1.1726 -0.7581
C -1.1149 0.7830 -1.3706
C -1.4267 -0.5012 -0.8467
C -0.4794 -0.7846 0.1069
O -0.2834 -1.8491 0.9247
H 2.1873 -0.6177 0.8380
H 1.3155 0.2967 2.0865
H 2.1769 1.1574 0.7890
H 0.5017 2.1163 -0.4634
H -1.6471 1.3321 -2.1262
H -2.2527 -1.1295 -1.1375
H -0.9763 -2.4934 0.7361
*
```

## Properties
**Gap between HOMO and LUMO**: 8.468 eV
**SMILES string**: Cn1cccc1O
**Molecular weight**: 97.12 Da
**Energy above the lowest of the compared OMol25 structures with the same formula, charge and spin**: 21.5 kcal/mol

6.
# C7H14MnN2O3S2

A structure of composition C7H14MnN2O3S2 (ωB97M-V/def2-TZVPD, OMol25).

```
! RIJCOSX wB97M-V def2-TZVPD def2/J DEFGRID3
* xyz 2 6
Mn -0.0832 1.1114 1.0693
C -4.8653 -1.0107 1.7236
O -3.9040 -0.3524 0.8573
C -2.7079 -0.0804 1.2634
O -1.9081 0.4772 0.4910
N -2.3333 -0.4039 2.5228
N -1.0224 -0.0858 2.9181
H -5.7619 -1.1079 1.1271
H -5.0681 -0.3904 2.5960
H -4.5028 -1.9997 2.0030
H -2.9354 -0.8950 3.1643
H -0.5181 -0.9434 3.1321
H -1.0586 0.4736 3.7666
O 1.4784 0.2294 0.2619
S 2.7893 0.3652 -0.5632
C 2.3487 1.1954 -2.1258
C 2.1453 0.1060 -3.1785
C 3.1602 -0.9809 -2.8395
C 2.9935 -1.2548 -1.3481
H 3.1790 1.8597 -2.3666
H 1.4662 1.7942 -1.9072
H 2.2922 0.5057 -4.1805
H 1.1304 -0.2912 -3.1221
H 4.1737 -0.6353 -3.0510
H 3.0021 -1.8936 -3.4114
H 3.8356 -1.7587 -0.8794
H 2.0694 -1.7885 -1.1225
S 0.4123 4.6011 1.7226
C 0.1927 3.1539 1.4765
*
```

## Properties
**Gap between HOMO and LUMO (alpha / beta)**: 8.665 / 8.337 eV
**Molecular weight**: 293.27 Da
**Energy above the lowest of the compared OMol25 structures with the same formula, charge and spin**: 2.0 kcal/mol